1.
Molecular formula: C9H10N2O3
Method: DFT, ωB97M-V with the def2-TZVPD basis set

Structure (XYZ):
```
24
Properties=species:S:1:pos:R:3:forces:R:3:lowdin_charge:R:1
N -0.432574 1.882993 -0.994305 -0.4 0.0 -0.6 0.033
C -0.059984 1.166731 0.225451 0.9 -2.3 -1.5 -0.341
C 1.262190 0.386478 0.070479 2.6 1.3 2.2 -0.165
C 1.042694 -0.988563 0.629242 0.7 -1.9 -0.1 -0.156
C -0.427965 -1.189940 0.328208 0.5 0.9 0.0 -0.162
C -1.030530 0.039199 0.278678 -3.8 -2.4 0.7 -0.028
C -2.654299 0.021377 0.176237 4.7 0.6 0.1 0.001
N -3.334490 1.148725 0.371261 -0.3 0.9 0.6 -0.261
O -4.508245 1.273911 0.567124 -0.8 -0.5 -0.1 0.119
O -2.651009 2.362850 0.449191 0.8 -1.5 -1.0 0.062
C -3.260388 -1.236291 -0.251005 -1.0 1.7 -0.5 -0.384
O -4.373580 -1.243902 -0.769910 0.3 -0.6 0.5 0.078
C -2.408713 -2.392255 -0.159006 -2.1 -3.7 -0.8 -0.024
C -1.094115 -2.440177 0.021612 -0.5 1.3 1.1 -0.012
H -0.684399 1.190446 -1.799528 1.2 1.8 1.9 0.168
H 0.335503 2.532808 -1.171334 -0.6 -0.2 -0.9 0.106
H 0.154194 1.691134 1.136974 -1.1 1.3 0.2 0.149
H 2.099347 0.934486 0.669127 -1.3 -0.8 -1.0 0.143
H 1.679608 0.253877 -0.903600 -0.3 0.4 -1.1 0.104
H 1.406856 -1.151721 1.661242 -1.0 0.5 0.1 0.122
H 1.701431 -1.747652 0.162294 -0.5 0.3 -0.5 0.118
H -1.911195 2.184079 -0.235819 -0.1 1.2 0.5 0.063
H -3.010949 -3.384664 -0.335324 1.3 2.0 0.2 0.160
H -0.632878 -3.401206 0.060325 0.6 -0.3 0.0 0.110
```
Forces are in eV/Å.

Summary:
**Structure (SMILES)**: N[C@@H]1CCC2=C1/C(=[N+](/[O-])O)C(=O)C=C2
**Relative energy (zero: lowest compared OMol25 entry of this formula, charge and spin)**: 139.20 kcal/mol
**Orbital gap (spin up / spin down)**: 7.567 / 7.570 eV
**Charge**: 0
**LUMO level (spin up / spin down)**: -0.841 / -0.839 eV
**Spin multiplicity**: 1
**Highest occupied orbital energy (spin up / spin down)**: -8.4076 / -8.4083 eV
**Calculated total energy**: -18612.5203 eV

2.
Molecular formula: C9H10N4
Method: DFT, ωB97M-V with the def2-TZVPD basis set

Structure (XYZ):
```
23
Properties=species:S:1:pos:R:3:forces:R:3:lowdin_charge:R:1
C 2.218142 1.336474 0.846398 -0.4 -1.1 -0.5 -0.055
C 0.942760 1.368594 0.071145 -0.7 -2.2 0.0 -0.246
C 0.514279 2.466712 -0.579608 -1.1 0.9 -1.8 -0.041
C -0.637887 2.421557 -1.532836 1.6 -2.8 3.4 -0.027
C -1.396870 1.279125 -1.501202 -0.7 -0.1 0.7 -0.041
C -1.059944 0.127844 -0.695415 -1.0 0.0 -0.4 -0.193
N -2.082998 -0.847332 -0.610536 2.1 1.1 0.0 0.136
C -1.673936 -1.931147 0.018354 -0.9 0.0 -0.3 -0.484
N -2.579380 -2.972031 0.199723 0.2 0.1 0.1 0.111
N -0.431515 -2.152806 0.477024 1.2 0.0 0.9 0.140
C 0.491444 -1.183623 0.546682 -2.1 -0.3 -1.1 -0.312
N 1.630049 -1.488163 1.195535 2.4 0.1 0.2 0.133
C 0.208129 0.103322 -0.059482 -0.8 0.2 0.2 -0.043
H 2.631545 2.307681 0.863509 0.4 1.1 0.7 0.063
H 2.890870 0.787449 0.188036 0.4 -0.3 0.2 0.085
H 2.120972 0.785510 1.798880 0.2 0.8 -0.3 0.089
H 1.076897 3.389583 -0.395420 -0.3 -0.2 -0.4 0.106
H -0.954041 3.247867 -2.054441 -0.5 1.9 -1.1 0.065
H -2.432071 1.184548 -1.868757 0.8 0.4 -0.5 0.111
H -2.199013 -3.806628 0.647242 -0.5 0.6 -0.3 0.089
H -3.592850 -2.879527 0.008879 1.5 0.1 0.1 0.109
H 1.765930 -2.419362 1.535701 -0.7 -0.5 0.0 0.099
H 2.549486 -1.125650 0.900588 -1.3 0.2 0.1 0.105
```
Forces are in eV/Å.

Summary:
**Structure (SMILES)**: Cc1cccc2nc(N)nc(N)c12
**Relative energy (zero: lowest compared OMol25 entry of this formula, charge and spin)**: 0.00 kcal/mol
**Orbital gap**: 8.614 eV
**Charge**: 0
**LUMO level**: 0.677 eV
**Spin multiplicity**: 1
**Highest occupied orbital energy**: -7.9369 eV
**Calculated total energy**: -15456.1673 eV